Formula: C3H3O3P
Source: the OMol25 dataset
Level of theory: ωB97M-V/def2-TZVPD

Last column: Löwdin charge in e.
Element x y z (Å)
C (-1.34, 0.32, -0.34)  -0.056
C (-0.72, -0.94, -0.27)  -0.204
C (-0.77, 1.50, -0.09)  -0.168
O (-0.50, 2.59, 0.16)  0.236
O (0.46, -1.18, 0.07)  -0.211
O (3.06, -0.71, -0.17)  -0.505
P (1.86, 0.03, 0.20)  0.689
H (-2.36, 0.37, -0.68)  0.128
H (-1.34, -1.81, -0.50)  0.140
H (1.65, -0.16, 1.61)  -0.048

- Molecular weight: 118.03 u
- Total charge: 0
- Strongest force on any atom: 1.99 eV/Å
- ΔE to the lowest compared entry with this formula, charge and spin: 201.0 kJ/mol
- E_LUMO: -0.0302 Eh
- Kohn-Sham gap: 7.291 eV